No. 1
This record from the OMol25 dataset describes a 2-piece molecular cluster, C3H10S2 overall at a distorted geometry. The level of theory is wB97M-V/def2-TZVPD.

Element x y z (Å)
C: -2.332 2.172 0.826
C: -1.097 3.111 0.497
S: 0.361 3.000 1.589
H: -2.302 1.543 1.832
H: -2.308 1.332 0.189
H: -3.350 2.582 0.844
H: -0.843 3.043 -0.578
H: -1.322 4.252 0.619
H: 0.888 1.841 1.319
C: 1.060 -4.834 -1.272
S: 0.783 -2.915 -1.472
H: 1.996 -5.059 -0.772
H: 0.336 -5.405 -0.790
H: 1.320 -5.219 -2.275
H: 1.498 -2.964 -2.549

Properties
**LUMO level**: 0.71 eV
**Structure (SMILES)**: CCS.CS
**HOMO**: -9.01 eV

No. 2
This record from the OMol25 dataset describes C35H52IrO2P4 as an isolated structure at a distorted geometry. The level of theory is wB97M-V/def2-TZVPD.

Element x y z (Å)
Ir: 0.153 -0.095 -0.422
P: 1.522 -0.874 1.074
P: 1.242 1.990 -0.447
P: -0.959 -2.220 -0.610
H: -0.716 2.203 -8.419
C: -1.542 1.558 -8.076
C: -2.555 2.018 -7.325
H: -2.636 3.064 -6.990
C: 2.911 -1.786 0.296
C: 2.338 0.279 2.255
C: 0.761 -2.011 2.300
C: 0.597 3.210 -1.643
C: 1.132 2.967 1.103
C: 3.001 1.782 -0.915
C: -2.339 -2.214 -1.814
C: -1.847 -2.960 0.821
C: 0.202 -3.498 -1.238
H: -1.616 0.546 -8.515
H: -3.414 1.344 -7.147
H: 3.604 -2.079 1.097
H: 3.421 -1.125 -0.420
H: 2.532 -2.679 -0.221
H: 3.066 -0.286 2.856
H: 1.559 0.673 2.922
H: 2.873 1.109 1.778
H: 0.794 -3.060 1.963
H: -0.284 -1.691 2.452
H: 1.281 -1.943 3.271
H: 1.077 4.189 -1.505
H: -0.482 3.306 -1.475
H: 0.757 2.878 -2.675
H: 2.136 3.196 1.498
H: 0.555 2.402 1.851
H: 0.600 3.914 0.921
H: 3.403 2.759 -1.221
H: 3.056 1.091 -1.767
H: 3.607 1.376 -0.096
H: -2.972 -3.116 -1.752
H: -1.955 -2.107 -2.836
H: -2.944 -1.330 -1.577
H: -2.668 -3.600 0.464
H: -2.286 -2.160 1.434
H: -1.184 -3.567 1.448
H: -0.350 -4.257 -1.812
H: 0.743 -3.984 -0.415
H: 0.925 -3.009 -1.902
C: -1.057 0.782 -2.994
C: 0.076 0.416 -3.784
C: -0.154 -0.110 -5.059
C: -1.466 -0.116 -5.548
C: -2.467 0.645 -4.911
C: -2.281 1.109 -3.625
O: -1.135 0.742 -1.675
H: 0.894 -0.649 -1.770
H: 1.076 0.402 -3.336
H: 0.686 -0.481 -5.658
H: -1.677 -0.550 -6.526
H: -3.394 0.960 -5.376
H: -3.072 1.547 -3.020
O: -1.257 0.746 1.846
P: -1.997 0.880 3.170
C: -3.421 -0.225 3.171
C: -3.950 -0.789 4.339
C: -5.111 -1.567 4.270
C: -5.744 -1.779 3.038
C: -5.220 -1.212 1.875
C: -4.068 -0.422 1.933
C: -0.896 0.511 4.549
C: -0.855 -0.762 5.149
C: -0.025 -0.979 6.252
C: 0.795 0.044 6.736
C: 0.803 1.287 6.095
C: -0.018 1.519 4.993
C: -2.597 2.567 3.470
C: -3.237 2.886 4.684
C: -3.574 4.213 4.984
C: -3.286 5.230 4.070
C: -2.688 4.916 2.844
C: -2.380 3.587 2.529
H: -3.462 -0.627 5.303
H: -5.512 -2.007 5.178
H: -6.656 -2.381 2.989
H: -5.712 -1.367 0.912
H: -3.659 0.029 1.030
H: -1.498 -1.563 4.780
H: -0.033 -1.957 6.737
H: 1.431 -0.128 7.605
H: 1.439 2.096 6.465
H: -0.019 2.497 4.500
H: -3.465 2.096 5.401
H: -4.052 4.445 5.938
H: -3.528 6.265 4.312
H: -2.458 5.712 2.129
H: -1.957 3.334 1.553

Properties
**LUMO level (spin up / spin down)**: -11.18 / -15.25 eV
**Charge**: +4
**HOMO (spin up / spin down)**: -15.11 / -16.96 eV
**Expectation value of S²**: 8.8524
**Multiplicity**: 6

No. 3
This record from the OMol25 dataset describes BeCl4 as an isolated structure. The level of theory is wB97M-V/def2-TZVPD.

Element x y z (Å)
Be: -0.060 -0.784 0.489
Cl: 0.902 0.677 -4.297
Cl: -0.992 2.415 4.174
Cl: 4.998 -0.792 0.610
Cl: -4.848 -1.516 -0.976

Properties
**LUMO level**: -1.38 eV
**Charge**: -2
**HOMO**: -3.56 eV

The evaluated energy relative to the best compared isomer or geometry (same formula, charge and spin) for the records listed, in turn: 143.43, 259.13, 992.89 kJ/mol.